Model one:
Formula: C34H37BaIN5O3P2S
Source: the Open Molecules 2025 dataset
Level of theory: ωB97M-V with the def2-TZVPD basis set

Positions of all 84 atoms, in Å:
1 Ba -0.247 -1.229 0.514
2 O 1.124 1.004 0.963
3 P 0.350 2.111 0.294
4 C -1.288 2.239 1.141
5 P -2.783 1.394 0.497
6 O -2.434 0.062 -0.105
7 C -3.555 2.506 -0.677
8 C -3.582 3.891 -0.515
9 C -4.188 4.688 -1.474
10 C -4.768 4.104 -2.594
11 C -4.745 2.727 -2.755
12 C -4.138 1.926 -1.800
13 C -3.844 1.226 1.933
14 C -3.720 0.056 2.684
15 C -4.475 -0.114 3.833
16 C -5.357 0.881 4.233
17 C -5.490 2.042 3.484
18 C -4.735 2.218 2.334
19 C 0.160 1.747 -1.451
20 C -0.715 2.446 -2.282
21 C -0.857 2.069 -3.606
22 C -0.131 0.994 -4.104
23 C 0.762 0.315 -3.288
24 C 0.925 0.696 -1.963
25 C 1.080 3.739 0.477
26 C 1.243 4.245 1.768
27 C 1.825 5.485 1.956
28 C 2.247 6.227 0.858
29 C 2.094 5.725 -0.425
30 C 1.512 4.480 -0.619
31 H -1.536 3.280 1.357
32 H -1.094 1.788 2.122
33 H -3.132 4.365 0.350
34 H -4.207 5.762 -1.349
35 H -5.240 4.729 -3.341
36 H -5.199 2.274 -3.627
37 H -4.097 0.851 -1.927
38 H -3.057 -0.744 2.373
39 H -4.376 -1.026 4.406
40 H -5.952 0.747 5.127
41 H -6.190 2.808 3.791
42 H -4.860 3.117 1.743
43 H -1.290 3.282 -1.903
44 H -1.542 2.608 -4.247
45 H -0.255 0.689 -5.134
46 H 1.337 -0.512 -3.684
47 H 1.653 0.177 -1.345
48 H 0.931 3.665 2.629
49 H 1.955 5.875 2.956
50 H 2.701 7.198 1.008
51 H 2.430 6.300 -1.278
52 H 1.402 4.089 -1.623
53 I -0.980 -3.423 2.837
54 N -0.026 -3.109 -1.484
55 C 0.411 -4.127 -1.134
56 N 0.919 -5.265 -0.750
57 C 0.121 -6.244 0.003
58 C 0.972 -6.786 1.135
59 O 2.203 -7.290 0.639
60 C 2.976 -6.256 0.065
61 C 2.272 -5.668 -1.146
62 H -0.175 -7.053 -0.671
63 H -0.766 -5.749 0.394
64 H 0.462 -7.612 1.625
65 H 1.154 -5.992 1.869
66 H 3.928 -6.694 -0.234
67 H 3.158 -5.471 0.810
68 H 2.202 -6.420 -1.937
69 H 2.802 -4.796 -1.527
70 C 6.072 -2.095 -1.779
71 C 5.184 -1.084 -1.054
72 C 4.243 -1.723 -0.089
73 N 2.962 -1.693 -0.191
74 N 2.312 -2.356 0.821
75 C 3.127 -2.871 1.702
76 N 2.710 -3.590 2.763
77 S 4.794 -2.621 1.307
78 H 6.727 -1.589 -2.486
79 H 5.468 -2.816 -2.331
80 H 6.702 -2.646 -1.080
81 H 4.570 -0.529 -1.765
82 H 5.801 -0.355 -0.523
83 H 1.711 -3.564 2.963
84 H 3.332 -3.734 3.538

Its spin multiplicity is 1. As for the charge: +1.

Here are the Mulliken charges for atoms 1 to 6, given in e:
1. Ba 1.599
2. O -0.789
3. P 0.639
4. C -1.423
5. P 1.455
6. O -0.859

Model two:
Formula: C34H37BaIN5O3P2S
Source: the Open Molecules 2025 dataset
Level of theory: ωB97M-V with the def2-TZVPD basis set

Positions of all 84 atoms, in Å:
1 Ba 0.179 -0.364 0.822
2 O 0.163 2.457 0.579
3 P 1.200 3.147 1.407
4 C 2.679 2.098 1.662
5 P 3.471 1.300 0.209
6 O 2.766 0.020 -0.132
7 C 5.172 1.027 0.722
8 C 5.923 1.969 1.425
9 C 7.241 1.702 1.755
10 C 7.814 0.491 1.388
11 C 7.070 -0.451 0.695
12 C 5.750 -0.188 0.361
13 C 3.454 2.439 -1.168
14 C 2.501 2.215 -2.162
15 C 2.461 3.041 -3.277
16 C 3.366 4.083 -3.396
17 C 4.314 4.308 -2.406
18 C 4.364 3.487 -1.293
19 C 0.625 3.492 3.076
20 C 0.250 2.404 3.869
21 C -0.278 2.604 5.132
22 C -0.434 3.897 5.616
23 C -0.071 4.981 4.833
24 C 0.455 4.782 3.564
25 C 1.790 4.672 0.684
26 C 2.782 5.439 1.296
27 C 3.181 6.635 0.725
28 C 2.588 7.067 -0.456
29 C 1.603 6.307 -1.065
30 C 1.198 5.106 -0.497
31 H 2.473 1.309 2.380
32 H 3.414 2.731 2.166
33 H 5.490 2.918 1.722
34 H 7.821 2.435 2.301
35 H 8.843 0.282 1.647
36 H 7.517 -1.396 0.416
37 H 5.158 -0.921 -0.171
38 H 1.814 1.383 -2.073
39 H 1.730 2.858 -4.054
40 H 3.341 4.722 -4.270
41 H 5.025 5.118 -2.507
42 H 5.130 3.651 -0.546
43 H 0.347 1.383 3.510
44 H -0.573 1.755 5.734
45 H -0.846 4.058 6.603
46 H -0.201 5.988 5.207
47 H 0.722 5.638 2.957
48 H 3.226 5.123 2.234
49 H 3.942 7.236 1.204
50 H 2.896 8.005 -0.899
51 H 1.144 6.646 -1.984
52 H 0.426 4.505 -0.960
53 I -2.195 -1.442 -1.193
54 N 0.985 -3.038 0.978
55 C 0.587 -3.817 0.214
56 N 0.138 -4.693 -0.651
57 C -1.176 -5.316 -0.398
58 C -1.235 -6.611 -1.188
59 O -0.996 -6.375 -2.561
60 C 0.295 -5.840 -2.774
61 C 0.448 -4.501 -2.079
62 H -1.964 -4.631 -0.722
63 H -1.278 -5.509 0.670
64 H -2.228 -7.052 -1.110
65 H -0.498 -7.323 -0.793
66 H 0.414 -5.716 -3.849
67 H 1.056 -6.541 -2.409
68 H -0.247 -3.763 -2.496
69 H 1.467 -4.125 -2.171
70 C -0.016 -4.678 4.211
71 C -0.061 -3.219 4.657
72 C -1.046 -2.401 3.888
73 N -0.773 -1.281 3.313
74 N -1.850 -0.714 2.655
75 C -2.920 -1.455 2.717
76 N -4.090 -1.129 2.124
77 S -2.699 -2.890 3.665
78 H 0.717 -5.228 4.799
79 H 0.266 -4.749 3.161
80 H -0.981 -5.171 4.346
81 H 0.910 -2.741 4.523
82 H -0.309 -3.157 5.719
83 H -3.991 -0.510 1.329
84 H -4.755 -1.870 1.972

Its spin multiplicity is 1. As for the charge: +1.

Here are the Mulliken charges for atoms 1 to 6, given in e:
1. Ba 1.699
2. O -0.884
3. P 1.462
4. C -1.361
5. P 1.437
6. O -0.695

What is the stability order? It is model one, model two, from most stable to least stable.

Model one:
Formula: C3H13NO2S
Source: the Open Molecules 2025 dataset
Level of theory: ωB97M-V with the def2-TZVPD basis set

Positions of all 20 atoms, in Å:
1 C -0.020 0.568 -1.439
2 N -1.084 -0.290 -0.768
3 C -0.621 -1.344 0.097
4 C 0.535 -1.051 1.044
5 S 0.656 -2.464 2.273
6 H 0.624 0.963 -0.651
7 H 0.642 0.126 -2.190
8 H -0.618 1.342 -1.871
9 H -1.747 -0.559 -1.445
10 H -0.247 -2.200 -0.435
11 H -1.465 -1.735 0.744
12 H 0.307 -0.115 1.643
13 H 1.597 -0.977 0.689
14 H 1.770 -2.837 1.897
15 O 2.842 2.884 0.034
16 H 3.240 2.083 0.272
17 H 3.595 3.240 -0.337
18 O -3.536 0.585 -0.153
19 H -2.711 0.389 0.164
20 H -3.758 1.395 0.434

Its spin multiplicity is 1.

Here are the Mulliken charges for atoms 1 to 6, given in e:
1. C -0.941
2. N -0.290
3. C -0.541
4. C -0.651
5. S -0.181
6. H 0.271

Model two:
Formula: C3H13NO2S
Source: the Open Molecules 2025 dataset
Level of theory: ωB97M-V with the def2-TZVPD basis set

Positions of all 20 atoms, in Å:
1 N 0.177 -0.658 -1.560
2 C 0.789 -0.364 -0.251
3 C 1.260 -1.689 0.382
4 C 2.353 -1.434 1.427
5 S 3.015 -2.881 2.283
6 H 0.242 0.143 -2.182
7 H -0.797 -0.866 -1.526
8 H 1.756 0.108 -0.442
9 H 0.122 0.265 0.332
10 H 0.405 -2.227 0.826
11 H 1.496 -2.396 -0.410
12 H 2.006 -0.728 2.179
13 H 3.126 -0.930 0.841
14 H 1.899 -3.064 2.975
15 O -2.150 3.500 1.349
16 H -2.765 3.355 0.626
17 H -2.357 4.378 1.677
18 O -3.761 1.636 -2.636
19 H -3.822 1.737 -3.578
20 H -2.994 2.115 -2.311

Its spin multiplicity is 1.

Here are the Mulliken charges for atoms 1 to 6, given in e:
1. N -0.613
2. C -0.463
3. C -0.448
4. C -0.716
5. S -0.211
6. H 0.207

What is the stability order? It is model two, model one, from most stable to least stable.

Model one:
Formula: CH4FINP
Source: the Open Molecules 2025 dataset
Level of theory: ωB97M-V with the def2-TZVPD basis set

Positions of all 9 atoms, in Å:
1 C 0.929 0.651 0.080
2 N 0.269 -0.572 0.203
3 P -1.025 -0.658 -0.825
4 F -1.518 -2.033 -0.141
5 I -2.686 0.923 -0.019
6 H 1.869 0.581 -0.555
7 H 0.157 1.389 -0.246
8 H 1.137 1.128 1.026
9 H 0.867 -1.408 0.477

Its spin multiplicity is 1.

Here are the Mulliken charges for atoms 1 to 6, given in e:
1. C -0.741
2. N -0.185
3. P 0.200
4. F -0.243
5. I -0.080
6. H 0.252

Model two:
Formula: CH4FINP
Source: the Open Molecules 2025 dataset
Level of theory: ωB97M-V with the def2-TZVPD basis set

Positions of all 9 atoms, in Å:
1 C -1.014 -0.737 -0.143
2 N -0.218 0.398 0.341
3 P 1.129 0.852 -0.590
4 F 1.613 2.124 0.489
5 I 2.840 -0.804 -0.119
6 H -0.318 -1.264 -0.894
7 H -1.204 -1.420 0.601
8 H -1.981 -0.276 -0.450
9 H -0.848 1.127 0.764

Its spin multiplicity is 1.

Here are the Mulliken charges for atoms 1 to 6, given in e:
1. C -0.688
2. N -0.259
3. P 0.260
4. F -0.313
5. I -0.053
6. H 0.283

What is the stability order? It is model one, model two, from most stable to least stable.

Model one:
Formula: C4H5N2
Source: the Open Molecules 2025 dataset
Level of theory: ωB97M-V with the def2-TZVPD basis set

Positions of all 11 atoms, in Å:
1 C -0.382 -0.099 0.953
2 C -0.631 1.219 0.993
3 C 0.368 -0.309 -0.291
4 C 0.161 1.057 -1.062
5 N -0.362 1.852 -0.237
6 N 0.678 -1.556 -0.527
7 H -0.571 -0.794 1.662
8 H -1.101 1.791 1.873
9 H 0.317 1.101 -2.070
10 H 1.123 -1.938 -1.370
11 H 0.399 -2.323 0.077

Its spin multiplicity is 3. As for the charge: +1.

Here are the Mulliken charges for atoms 1 to 6, given in e:
1. C -0.185
2. C -0.272
3. C 0.604
4. C -0.176
5. N -0.381
6. N -0.347

Model two:
Formula: C4H5N2
Source: the Open Molecules 2025 dataset
Level of theory: ωB97M-V with the def2-TZVPD basis set

Positions of all 11 atoms, in Å:
1 C 0.962 1.231 0.057
2 C 1.428 -0.162 -0.067
3 C 0.045 0.246 -0.069
4 C -2.794 -0.143 -0.359
5 N -2.025 -0.852 0.221
6 N 2.327 -1.105 -0.217
7 H 1.362 2.189 0.423
8 H -2.581 0.778 -0.848
9 H -3.896 -0.547 -0.322
10 H 3.323 -0.940 0.003
11 H 2.121 -2.113 -0.427

Its spin multiplicity is 3. As for the charge: +1.

Here are the Mulliken charges for atoms 1 to 6, given in e:
1. C -0.039
2. C 0.432
3. C -0.113
4. C -0.117
5. N -0.298
6. N -0.348

What is the stability order? It is model one, model two, from most stable to least stable.